Run 1
CH3NO3S in the gas phase, computed with ωB97M-V with the def2-TZVPD basis set.

```
! RIJCOSX wB97M-V def2-TZVPD def2/J DEFGRID3
* xyz 0 1
C 1.4029 -0.2087 0.0341
N 0.2529 0.4041 0.4453
O 1.4297 -1.1019 -0.8001
O -1.8878 -0.9055 0.7175
O -1.8123 1.2903 -0.5424
S -1.2761 -0.0273 -0.1684
H 2.2358 0.1668 0.6245
H 0.2490 1.1496 1.0138
H -0.5941 -0.7673 -1.3243
*
```

For the LUMO energy, the calculation gives 0.549 eV. Its frontier orbital gap is 11.3 eV. The value obtained for the HOMO energy is -0.3966 Eh.

***

Run 2
2 unconnected molecules or ions with the total composition CH3NO3S, computed with ωB97M-V with the def2-TZVPD basis set.

```
! RIJCOSX wB97M-V def2-TZVPD def2/J DEFGRID3
* xyz 0 1
C 1.0864 0.2127 0.7852
N 0.0459 -0.3328 1.2248
O 1.4934 -0.0724 -0.4300
O -1.7400 1.2354 -1.0416
O -1.0486 -0.8747 -1.8960
S -2.1134 -0.1038 -1.3136
H 1.6899 0.9844 1.2038
H -0.3935 -0.2455 2.1523
H 0.9798 -0.8032 -0.6850
*
```

For the LUMO energy, the calculation gives -1.026 eV. Its frontier orbital gap is 9.2 eV. The value obtained for the HOMO energy is -0.3744 Eh.

***

Energies in eV, measured from the most stable structure: run 1 0.860; run 2 0.000.

***

Run 1
CH3NO3S in the gas phase, computed with ωB97M-V with the def2-TZVPD basis set.

```
! RIJCOSX wB97M-V def2-TZVPD def2/J DEFGRID3
* xyz 0 1
C -1.4972 0.0455 -0.0970
N -0.2517 -0.1270 0.5510
O -1.5315 0.3699 -1.2512
O 2.2303 0.2988 0.8904
O 1.5512 -1.1500 -1.0041
S 1.3401 -0.0383 -0.1307
H -2.4932 -0.0075 0.4009
H -0.3393 -0.3818 1.5469
H 0.9915 0.9905 -0.9062
*
```

For the LUMO energy, the calculation gives 0.599 eV. Its frontier orbital gap is 11.5 eV. The value obtained for the HOMO energy is -0.4008 Eh.

***

Run 2
A molecular structure, CH3NO3S, computed with ωB97M-V with the def2-TZVPD basis set.

```
! RIJCOSX wB97M-V def2-TZVPD def2/J DEFGRID3
* xyz 0 1
C 0.2932 0.3072 0.4012
N -0.6207 0.6190 -0.4381
O 1.4989 -1.8294 -1.2394
O 2.9819 -0.0796 -0.3006
O 0.4414 -0.9882 0.7903
S 1.9160 -0.4188 -1.1528
H 0.9758 1.0192 0.9053
H -0.7518 1.5677 -0.7351
H -0.0526 -1.4287 0.1575
*
```

For the LUMO energy, the calculation gives -1.143 eV. Its frontier orbital gap is 9.8 eV. The value obtained for the HOMO energy is -0.4024 Eh.

***

Energies in eV, measured from the most stable structure: run 1 0.000; run 2 0.481.

***

Run 1
A molecular structure, C40H30N5O6SZr, computed with ωB97M-V with the def2-TZVPD basis set.

```
! RIJCOSX wB97M-V def2-TZVPD def2/J DEFGRID3
* xyz 1 1
Zr -0.2515 -0.5136 -0.0820
S -2.9370 2.4972 -2.3553
C -3.2816 2.7766 -0.6664
C -4.1759 3.6633 -0.0870
C -4.2305 3.7267 1.2926
C -3.4164 2.9127 2.0819
C -2.5292 2.0250 1.5137
C -2.4496 1.9587 0.1218
N -1.5905 1.1713 -0.5985
C -1.7102 1.3420 -1.8985
C -0.7896 0.7051 -2.8140
C -0.9531 0.7586 -4.2048
C 0.0251 0.2293 -5.0212
C 1.1737 -0.3069 -4.4543
C 1.3068 -0.3841 -3.0725
C 0.3315 0.0850 -2.1880
H -4.7887 4.3015 -0.7020
H -4.8914 4.4334 1.7697
H -3.4721 2.9934 3.1578
H -1.8597 1.4148 2.1004
H -1.8458 1.1925 -4.6370
H -0.0954 0.2460 -6.0948
H 1.9685 -0.6665 -5.0943
H 2.2205 -0.8131 -2.6687
C 3.6347 -1.9351 1.2283
C 2.3106 -1.2306 1.3686
O 1.7407 -0.9171 0.2902
C 1.7804 -0.9540 2.6720
C 2.4689 -1.3364 3.8496
C 2.0003 -1.0176 5.0947
C 0.8147 -0.2831 5.2247
C 0.0982 0.0787 4.1167
C 0.5340 -0.2527 2.8080
O -0.1915 0.1009 1.7960
H 3.9622 -1.8803 0.1903
H 3.4914 -2.9837 1.4897
H 4.4047 -1.5197 1.8701
H 3.3811 -1.9055 3.7735
H 2.5426 -1.3269 5.9745
H 0.4550 -0.0172 6.2077
H -0.8186 0.6439 4.2189
N 1.2510 1.7782 -0.0451
C 1.7283 2.4607 1.1010
C 1.0579 3.5822 1.5823
C 1.5343 4.2642 2.6884
C 2.6797 3.8326 3.3371
C 3.3382 2.7056 2.8764
C 2.8782 2.0335 1.7585
H 2.0146 1.4457 -0.6354
H 0.6334 2.3897 -0.5766
H 0.1606 3.9218 1.0825
H 1.0175 5.1471 3.0356
H 3.0565 4.3675 4.1968
H 4.2287 2.3552 3.3772
H 3.4137 1.1724 1.3855
N -6.9411 -3.9788 1.8362
C -6.0045 -3.3572 1.6256
C -4.8372 -2.6037 1.3374
C -3.7895 -2.5138 2.2537
C -2.6693 -1.7742 1.9063
N -2.5340 -1.1554 0.7317
C -3.5443 -1.2449 -0.1376
C -4.7097 -1.9467 0.1135
H -3.8593 -3.0053 3.2102
H -1.8465 -1.6666 2.6068
H -3.4238 -0.7365 -1.0883
H -5.4963 -1.9907 -0.6220
O -1.0522 -1.9959 -1.4575
C -0.3088 -2.8244 -0.8633
O -0.0706 -2.6590 0.3641
C 0.4449 -3.8304 -1.6786
C -0.1144 -4.8788 -2.4015
C 0.6832 -5.6242 -3.2551
C 2.0244 -5.3017 -3.3999
C 2.5967 -4.2693 -2.6697
C 1.8063 -3.5449 -1.8013
N 2.8572 -6.0507 -4.3243
O 2.3297 -6.9305 -4.9606
O 4.0225 -5.7326 -4.3886
H -1.1608 -5.1229 -2.2943
H 0.2723 -6.4402 -3.8287
H 3.6435 -4.0462 -2.8058
H 2.2282 -2.7404 -1.2151
*
```

For the LUMO energy, the calculation gives -3.482 eV. Its frontier orbital gap is 7.5 eV. The value obtained for the HOMO energy is -0.4037 Eh.

***

Run 2
A molecular structure, C40H30N5O6SZr, computed with ωB97M-V with the def2-TZVPD basis set.

```
! RIJCOSX wB97M-V def2-TZVPD def2/J DEFGRID3
* xyz 1 1
Zr -0.2634 0.1853 0.1619
S 1.0042 -3.5958 -2.5250
C 0.6824 -4.2806 -0.9646
C 0.7327 -5.6168 -0.5899
C 0.4353 -5.9367 0.7195
C 0.0984 -4.9352 1.6314
C 0.0541 -3.6055 1.2572
C 0.3484 -3.2638 -0.0656
N 0.3188 -1.9840 -0.6435
C 0.6781 -2.0223 -1.9069
C 0.7586 -0.8143 -2.7119
C 1.1208 -0.8466 -4.0597
C 1.2270 0.3387 -4.7601
C 0.9924 1.5415 -4.1032
C 0.6124 1.5494 -2.7700
C 0.4557 0.3738 -2.0326
H 1.0025 -6.3833 -1.3054
H 0.4699 -6.9686 1.0424
H -0.1230 -5.2042 2.6561
H -0.1667 -2.8311 1.9763
H 1.3227 -1.7896 -4.5576
H 1.5038 0.3325 -5.8066
H 1.1071 2.4750 -4.6409
H 0.4375 2.5069 -2.2903
C -2.1781 2.8361 3.2948
C -1.2939 1.7548 2.7480
O -1.5892 1.3194 1.6026
C -0.2229 1.2234 3.5406
C 0.1842 1.8640 4.7340
C 1.1348 1.3139 5.5463
C 1.6906 0.0678 5.2037
C 1.3076 -0.5875 4.0605
C 0.3600 -0.0230 3.1868
O 0.0270 -0.6606 2.0937
H -2.9821 3.0291 2.5885
H -1.5993 3.7519 3.4387
H -2.5983 2.5539 4.2599
H -0.2538 2.8160 5.0046
H 1.4482 1.8216 6.4483
H 2.4361 -0.3795 5.8506
H 1.7397 -1.5413 3.7829
N -2.2228 -1.2629 0.5329
C -3.4502 -1.2100 -0.2180
C -3.6543 -2.0943 -1.2657
C -4.8035 -1.9933 -2.0381
C -5.7509 -1.0173 -1.7608
C -5.5465 -0.1432 -0.6997
C -4.3977 -0.2362 0.0710
H -1.8507 -2.2087 0.5341
H -2.3784 -1.0119 1.5051
H -2.9127 -2.8602 -1.4788
H -4.9619 -2.6868 -2.8547
H -6.6495 -0.9463 -2.3601
H -6.2871 0.6130 -0.4696
H -4.2228 0.4553 0.8886
N -5.1996 4.4870 -4.0702
C -4.4951 3.8320 -3.4425
C -3.6081 3.0208 -2.6514
C -3.4188 1.6777 -2.9463
C -2.5571 0.9508 -2.1584
N -1.9167 1.4643 -1.1007
C -2.0958 2.7614 -0.8304
C -2.9209 3.5765 -1.5791
H -3.9273 1.2125 -3.7786
H -2.3634 -0.0861 -2.3884
H -1.5502 3.1567 0.0124
H -3.0301 4.6229 -1.3342
O 1.9365 0.2833 0.5496
C 1.8093 1.5014 0.8448
O 0.7184 2.0924 0.5065
C 2.8120 2.2089 1.6760
C 3.8567 1.4914 2.2437
C 4.7465 2.1299 3.0870
C 4.5730 3.4793 3.3350
C 3.5525 4.2166 2.7630
C 2.6616 3.5679 1.9279
N 5.5061 4.1568 4.2598
O 6.3854 3.4878 4.7575
O 5.3059 5.3291 4.4933
H 3.9530 0.4348 2.0270
H 5.5672 1.6051 3.5542
H 3.4699 5.2713 2.9801
H 1.8436 4.1034 1.4654
*
```

For the LUMO energy, the calculation gives -3.225 eV. Its frontier orbital gap is 7.9 eV. The value obtained for the HOMO energy is -0.4100 Eh.

***

Energies in eV, measured from the most stable structure: run 1 1.149; run 2 0.000.

***

Run 1
2 unconnected molecules or ions with the total composition C6H15P, computed with ωB97M-V with the def2-TZVPD basis set.

```
! RIJCOSX wB97M-V def2-TZVPD def2/J DEFGRID3
* xyz 0 1
C 2.1307 -1.8014 0.2475
C 1.3676 1.3066 -0.6449
C -1.8282 1.4032 0.9709
C 0.9432 -0.8108 0.5643
C 0.4309 0.1144 -0.5010
C -1.7078 0.6261 -0.2788
P -2.4091 -1.0726 -0.2427
H 2.5000 -2.3120 1.2684
H 1.7913 -2.4647 -0.5636
H 2.9153 -1.1203 -0.0282
H 2.2246 0.9576 -1.0831
H 0.8716 2.0226 -1.3039
H 1.6386 1.5592 0.3823
H -1.6990 0.7317 1.8957
H -1.1273 2.3293 0.8224
H -2.7920 1.6813 1.1834
H 0.0537 -1.5390 0.8594
H 1.1691 -0.0940 1.4863
H 0.1647 -0.2803 -1.3998
H -1.8054 1.2810 -1.2572
H -1.5327 -1.6142 -1.1364
H -3.2998 -0.9037 -1.2411
*
```

For the LUMO energy, the calculation gives 1.092 eV. Its frontier orbital gap is 9.4 eV. The value obtained for the HOMO energy is -0.3047 Eh.

***

Run 2
C6H15P in the gas phase, computed with ωB97M-V with the def2-TZVPD basis set.

```
! RIJCOSX wB97M-V def2-TZVPD def2/J DEFGRID3
* xyz 0 1
C -2.6799 0.9222 -0.3257
C -0.1056 -1.5546 0.6836
C -1.6148 -0.1146 -0.5341
C 1.8363 0.0226 -1.6508
C 2.0462 0.9501 1.1572
C -0.4193 -0.1025 0.3414
P 0.9929 1.0800 -0.3591
H -3.5774 0.8709 -1.0710
H -2.3465 1.9830 -0.2298
H 0.8800 -1.5282 1.1388
H -0.8744 -1.9709 1.4154
H -0.0796 -2.0737 -0.2394
H -3.0726 0.7978 0.7483
H -2.1798 -1.0959 -0.4598
H -1.2186 -0.1273 -1.4634
H 1.1837 -0.5054 -2.3532
H 2.3772 0.6799 -2.2927
H 2.6557 -0.7367 -1.3035
H 3.0805 0.7219 0.8359
H 1.8990 1.8809 1.6117
H 1.7427 0.1401 1.7598
H -0.6763 0.5977 1.2092
*
```

For the LUMO energy, the calculation gives 1.100 eV. Its frontier orbital gap is 9.6 eV. The value obtained for the HOMO energy is -0.3134 Eh.

***

Run 3
2 unconnected molecules or ions with the total composition C6H15P, computed with ωB97M-V with the def2-TZVPD basis set.

```
! RIJCOSX wB97M-V def2-TZVPD def2/J DEFGRID3
* xyz 0 1
C 3.0625 1.2463 -1.5890
C -1.9977 -0.5522 -1.1998
C -3.5461 -1.0852 0.4618
C 2.6671 1.0385 1.2601
C -1.1780 -0.2741 1.0197
C -2.1527 -0.5286 0.2010
P 2.9204 0.1572 -0.3182
H 2.8442 0.8000 -2.5601
H 2.1781 1.9151 -1.5401
H -1.5422 -1.4309 -1.6877
H -1.3440 0.2581 -1.3835
H -2.9259 -0.2849 -1.7416
H -3.4904 -1.6607 1.4409
H -4.0942 -0.2422 0.6633
H -3.8737 -1.4364 -0.4651
H 3.5244 0.8324 1.9635
H 2.6290 2.1316 1.1426
H 1.7466 0.7385 1.6904
H -0.1812 0.0565 0.7075
H -1.3040 -0.3508 2.0539
H 2.0226 -0.7524 0.0167
H 4.0353 -0.5754 -0.1360
*
```

For the LUMO energy, the calculation gives 0.920 eV. Its frontier orbital gap is 8.9 eV. The value obtained for the HOMO energy is -0.2924 Eh.

***

Energies in eV, measured from the most stable structure: run 1 2.892; run 2 0.000; run 3 3.120.